Density functional theory data (the ωB97M-V functional and the def2-TZVPD basis) for 2 unconnected molecules or ions with the total composition C3HClO2 at a distorted geometry.

```
7
C3HClO2 (the ωB97M-V functional and the def2-TZVPD basis)
C 0.2811 0.4176 0.1791
C -0.6032 1.2543 -0.0500
C -3.8360 0.2979 0.1149
O -4.9852 0.5027 0.1682
O -1.5010 2.0240 -0.1954
Cl -2.7956 -0.8971 -0.2299
H 1.1182 -0.2122 0.1892
```

Calculated values
HOMO level (spin up / spin down)   -10.05 / -8.34 eV
Orbital gap (spin up / spin down)   9.6 / 5.9 eV

Computed Löwdin charges, given in elementary charges:
1. C 0.1598
2. C -0.4069
3. C -0.7244
4. O 0.0589
5. O 0.0889
6. Cl 0.7948
7. H 0.0288

Density functional theory data (the ωB97M-V functional and the def2-TZVPD basis) for 2 unconnected molecules or ions with the total composition C4H13NO2 at a distorted geometry.

```
20
C4H13NO2 (the ωB97M-V functional and the def2-TZVPD basis)
C -2.1806 0.0091 -1.6612
C -0.9728 -0.8544 -1.2949
C 0.2499 -0.1585 -0.7368
N 0.0838 0.1112 0.7413
C 1.1289 -0.4023 1.5456
O 1.1830 -1.8514 1.7025
H -2.4724 0.7735 -0.9444
H -2.0405 0.5187 -2.6091
H -3.0067 -0.6567 -1.8663
H -1.2022 -1.8143 -0.8442
H -0.5858 -1.0939 -2.3017
H 0.4395 0.8083 -1.1855
H 1.1786 -0.7050 -0.9006
H -0.8933 -0.0545 0.9096
H 0.9415 -0.1110 2.5842
H 2.0518 0.0371 1.2149
H 0.9617 -2.1482 0.8099
O 2.0638 2.4950 1.6855
H 1.7187 2.8686 0.8714
H 1.3529 2.2288 2.2796
```

Calculated values
HOMO level   -9.10 eV
Orbital gap   9.9 eV
SMILES   CCCNCO.O

Computed Löwdin charges, given in elementary charges:
1. C -0.1081
2. C -0.2558
3. C -0.2188
4. N -0.0533
5. C -0.3180
6. O -0.0669
7. H 0.0696
8. H 0.0689
9. H 0.0657
10. H 0.1079
11. H 0.1079
12. H 0.1059
13. H 0.1132
14. H 0.1024
15. H 0.1157
16. H 0.1023
17. H 0.0570
18. O -0.0608
19. H 0.0353
20. H 0.0301

Density functional theory data (the ωB97M-V functional and the def2-TZVPD basis) for a gas-phase ion, C2H6N5 (charge +1) at a distorted geometry.

```
13
C2H6N5 (the ωB97M-V functional and the def2-TZVPD basis)
C 1.4301 1.0019 -0.2805
N 0.5499 -0.1209 -0.1976
N 0.7379 -1.3452 -0.7399
C -0.3569 -2.0580 -0.5093
N -1.2749 -1.3214 0.1896
N -0.7306 -0.1898 0.3689
N -1.2182 1.0000 0.8091
H 1.8618 1.1303 -1.2093
H 0.9187 2.0091 -0.1235
H 2.2297 0.7432 0.3638
H -0.5650 -2.9779 -0.9263
H -2.2551 1.1244 0.4626
H -1.3275 1.0043 1.7923
```

Calculated values
HOMO level   -16.14 eV
Net charge   +1
Orbital gap   10.9 eV
SMILES   C[n+]1ncnn1N

Computed Löwdin charges, given in elementary charges:
1. C 0.0345
2. N -0.0506
3. N 0.1831
4. C -0.0623
5. N 0.1922
6. N -0.1735
7. N 0.1482
8. H 0.0810
9. H 0.1383
10. H 0.1010
11. H 0.1104
12. H 0.1908
13. H 0.1070

Density functional theory data (the ωB97M-V functional and the def2-TZVPD basis) for a single C6H16N2 molecule at a distorted geometry.

```
24
C6H16N2 (the ωB97M-V functional and the def2-TZVPD basis)
C -1.1893 -2.3133 -0.6715
C -0.6358 -1.5948 0.5568
N -0.9702 -0.1785 0.5996
C -0.2448 0.7712 -0.2348
C -0.4523 2.1648 0.3600
N -0.7553 0.8093 -1.5872
C 1.3339 0.4198 -0.3610
C 2.1261 0.4704 0.9400
H -0.5869 -2.1077 -1.5602
H -2.2210 -2.0008 -0.8644
H -1.1746 -3.3920 -0.5002
H -1.0838 -2.0388 1.4497
H 0.4810 -1.7143 0.5678
H -0.9310 0.1361 1.5607
H -0.0241 2.2414 1.3561
H -1.5132 2.3819 0.4220
H 0.0168 2.8981 -0.2852
H -1.7461 1.0273 -1.5790
H -0.6304 -0.0736 -2.0628
H 1.4849 -0.5369 -0.8659
H 1.7188 1.1721 -1.0512
H 3.1701 0.2297 0.7528
H 1.7353 -0.2323 1.6735
H 2.0921 1.4611 1.3843
```

Calculated values
HOMO level   -8.64 eV
Orbital gap   9.7 eV
SMILES   CCN[C@](C)(N)CC

Computed Löwdin charges, given in elementary charges:
1. C -0.1021
2. C -0.2828
3. N -0.0252
4. C -0.6081
5. C -0.0388
6. N 0.0696
7. C -0.1852
8. C -0.1069
9. H 0.0546
10. H 0.0766
11. H 0.0684
12. H 0.1129
13. H 0.0989
14. H 0.1007
15. H 0.0708
16. H 0.0794
17. H 0.0837
18. H 0.0827
19. H 0.0546
20. H 0.0942
21. H 0.1039
22. H 0.0713
23. H 0.0636
24. H 0.0631

Density functional theory data (the ωB97M-V functional and the def2-TZVPD basis) for a molecular structure, C48H44N8P2Se2Zn.

```
105
C48H44N8P2Se2Zn (the ωB97M-V functional and the def2-TZVPD basis)
Zn 1.2500 2.0657 -0.4643
C 0.4277 3.3956 -3.2558
N -0.0730 3.2989 -1.8767
C -1.4095 2.6834 -1.8914
C -0.0922 4.6160 -1.2454
C -0.7993 5.6551 -1.8296
C -0.7684 6.9352 -1.3000
C 0.0096 7.1690 -0.1730
C 0.7106 6.1387 0.4262
C 0.6519 4.8226 -0.0640
N 1.3337 3.7566 0.4845
C 1.5239 3.5731 1.8461
C 0.9093 4.3084 2.8670
C 1.1023 3.9919 4.2030
C 1.9066 2.9272 4.5722
C 2.5041 2.1684 3.5746
C 2.3145 2.4708 2.2395
N 2.9190 1.6664 1.1883
C 3.0596 0.2492 1.5318
C 4.2255 2.2351 0.8461
H -0.2986 3.8901 -3.9103
H 0.6148 2.3923 -3.6399
H 1.3465 3.9773 -3.2760
H -2.1307 3.3150 -2.4214
H -1.7537 2.5338 -0.8692
H -1.3456 1.7162 -2.3880
H -1.3782 5.4670 -2.7263
H -1.3300 7.7337 -1.7650
H 0.0799 8.1686 0.2369
H 1.3348 6.3407 1.2849
H 0.2371 5.1130 2.6099
H 0.5988 4.5782 4.9615
H 2.0557 2.6751 5.6128
H 3.1093 1.3148 3.8512
H 3.8488 0.0737 2.2715
H 3.3298 -0.3067 0.6309
H 2.1228 -0.1412 1.9240
H 4.9003 2.2025 1.7089
H 4.0979 3.2726 0.5379
H 4.6809 1.6686 0.0317
Se 1.0614 -3.4486 2.6157
P -0.8385 -2.6851 2.1224
C -1.9455 -3.9943 1.5001
C -3.3141 -3.9814 1.7729
C -4.1272 -5.0089 1.3191
C -3.5850 -6.0567 0.5884
C -2.2224 -6.0846 0.3312
C -1.4043 -5.0641 0.7926
C -1.7772 -1.9963 3.5142
C -1.4757 -2.4360 4.7950
C -2.2255 -1.9885 5.8761
C -3.2710 -1.1022 5.6759
C -3.5718 -0.6577 4.3931
C -2.8267 -1.1007 3.3147
C -0.6751 -1.2401 1.0122
C -0.3545 -0.8892 -0.3153
N 0.0305 0.4033 -0.2589
N -0.0687 0.8247 0.9984
N -0.4691 -0.1383 1.7737
P -0.5573 -1.5955 -1.9758
Se 0.4069 -0.5123 -3.5129
C 0.0821 -3.2726 -1.8913
C -0.4814 -4.2815 -2.6679
C 0.1327 -5.5215 -2.7302
C 1.3092 -5.7509 -2.0265
C 1.8692 -4.7459 -1.2512
C 1.2549 -3.5051 -1.1798
C -2.3473 -1.6804 -2.2819
C -2.9008 -0.9586 -3.3335
C -4.2727 -0.9847 -3.5473
C -5.0927 -1.7320 -2.7170
C -4.5417 -2.4644 -1.6730
C -3.1736 -2.4400 -1.4576
H -3.7504 -3.1788 2.3507
H -5.1851 -4.9946 1.5478
H -4.2213 -6.8589 0.2375
H -1.7871 -6.9084 -0.2181
H -0.3368 -5.1082 0.6305
H -0.6428 -3.1126 4.9404
H -1.9815 -2.3245 6.8751
H -3.8471 -0.7445 6.5194
H -4.3765 0.0488 4.2380
H -3.0453 -0.7323 2.3208
H -1.3913 -4.0927 -3.2245
H -0.3008 -6.3080 -3.3339
H 1.7898 -6.7192 -2.0795
H 2.7750 -4.9287 -0.6891
H 1.6827 -2.7266 -0.5594
H -2.2522 -0.3820 -3.9801
H -4.6979 -0.4198 -4.3661
H -6.1618 -1.7493 -2.8842
H -5.1730 -3.0597 -1.0286
H -2.7485 -3.0260 -0.6555
N 5.2131 -2.2371 -3.1977
C 4.8676 -1.1563 -3.0265
C 4.4339 0.1987 -2.8075
C 5.1485 1.2763 -3.3146
C 4.6988 2.5559 -3.0438
C 3.5518 2.7090 -2.2866
N 2.8465 1.6722 -1.8266
C 3.2808 0.4400 -2.0703
H 6.0433 1.1078 -3.8982
H 5.2320 3.4246 -3.4016
H 3.1834 3.6905 -2.0152
H 2.6989 -0.3777 -1.6733
```

Calculated values
HOMO level   -6.72 eV
Orbital gap   6.2 eV

Löwdin population analysis, charges in e, atoms 1 to 99:
1. Zn 0.6774
2. C -0.0854
3. N -0.2336
4. C -0.0788
5. C -0.2005
6. C -0.0456
7. C -0.0994
8. C -0.0920
9. C -0.0403
10. C -0.2275
11. N -0.0145
12. C -0.2357
13. C -0.0308
14. C -0.0938
15. C -0.0973
16. C -0.0321
17. C -0.2209
18. N -0.2322
19. C -0.0813
20. C -0.0700
21. H 0.0893
22. H 0.0283
23. H 0.0798
24. H 0.0883
25. H 0.0912
26. H 0.0392
27. H 0.1066
28. H 0.0956
29. H 0.1012
30. H 0.1069
31. H 0.0963
32. H 0.0997
33. H 0.0957
34. H 0.1067
35. H 0.0882
36. H 0.0744
37. H 0.0643
38. H 0.0995
39. H 0.0891
40. H 0.0743
41. Se 0.3041
42. P 0.5527
43. C -0.3486
44. C -0.0834
45. C -0.0827
46. C -0.0756
47. C -0.0677
48. C -0.1128
49. C -0.3668
50. C -0.0923
51. C -0.0739
52. C -0.0811
53. C -0.0738
54. C -0.1132
55. C -0.3844
56. C -0.3754
57. N -0.0698
58. N -0.0490
59. N 0.0164
60. P 0.5820
61. Se 0.4072
62. C -0.3683
63. C -0.0800
64. C -0.0771
65. C -0.0728
66. C -0.0736
67. C -0.1131
68. C -0.3431
69. C -0.1137
70. C -0.0735
71. C -0.0764
72. C -0.0653
73. C -0.0708
74. H 0.0961
75. H 0.1060
76. H 0.1045
77. H 0.1057
78. H 0.0619
79. H 0.0652
80. H 0.1037
81. H 0.1023
82. H 0.1044
83. H 0.1073
84. H 0.1121
85. H 0.1059
86. H 0.1059
87. H 0.1116
88. H 0.0852
89. H 0.0419
90. H 0.1052
91. H 0.1046
92. H 0.1006
93. H 0.0815
94. N 0.1782
95. C -0.1649
96. C -0.1882
97. C 0.0109
98. C -0.0197
99. C -0.1215

Density functional theory data (the ωB97M-V functional and the def2-TZVPD basis) for a molecular structure, F6IMnN3O12S6 at a distorted geometry.

```
29
F6IMnN3O12S6 (the ωB97M-V functional and the def2-TZVPD basis)
Mn -0.7277 -1.0918 0.8970
N 0.4736 -0.5968 2.3808
S 1.4704 -1.4243 3.2101
O 1.0274 -1.8658 4.5606
O 2.8854 -1.2488 2.9188
F 1.1793 -2.7202 2.2030
S 1.0995 0.8217 3.0827
O 2.3779 1.3841 2.5344
O 0.8621 0.9297 4.4827
F 0.1364 1.7568 2.3189
N -0.7587 -1.5329 -1.0034
S -1.7171 -1.6241 -2.4417
O -1.7005 -2.8361 -3.2477
O -1.9616 -0.3422 -3.0901
F -3.1284 -1.9438 -1.6544
S 0.5293 -1.7961 -1.8568
O 0.9487 -1.0857 -2.9817
O 1.0000 -3.1461 -1.7961
F 1.5278 -1.0092 -0.8132
N -0.8597 2.2330 -2.2540
S -1.1859 2.2042 -0.5672
O -0.8899 3.3892 0.2224
O -1.0143 0.9000 0.1039
F -2.7833 2.1601 -0.5595
S 0.6042 2.6163 -1.9840
O 1.3452 1.7560 -1.1369
O 0.9530 4.0160 -2.1325
F 1.1790 2.2942 -3.4252
I -2.8723 -2.1974 2.0291
```

Calculated values
2S+1   7
HOMO level (spin up / spin down)   -7.42 / -7.42 eV
Net charge   -1
Orbital gap (spin up / spin down)   8.6 / 3.9 eV

Computed Löwdin charges, given in elementary charges:
1. Mn 0.5422
2. N -0.3866
3. S 0.5179
4. O -0.2789
5. O -0.2316
6. F -0.2564
7. S 0.5708
8. O -0.2505
9. O -0.2228
10. F -0.1547
11. N -0.3867
12. S 0.6263
13. O -0.2426
14. O -0.2417
15. F -0.2452
16. S 0.4218
17. O -0.1894
18. O -0.2433
19. F -0.2112
20. N -0.2089
21. S 0.6287
22. O -0.2536
23. O -0.4213
24. F -0.1808
25. S 0.3866
26. O -0.2633
27. O -0.2912
28. F -0.1958
29. I 0.6624